(1)
Molecular formula: C5H8N2O
Method: DFT, ωB97M-V/def2-TZVPD

Calculated values
HOMO level   -0.28646 hartree
Lowest unoccupied orbital energy   0.66 eV
HOMO-LUMO gap   8.453 eV
DFT total energy   -10334.2934 eV

Each line ends with the natural charge from an NBO analysis.
Element x y z (Å)
C  2.396  0.571  -0.479  -0.475
C  -0.188  -0.499  0.200  0.475
C  -2.039  0.891  0.380  -0.123
C  -2.370  -0.430  -0.090  -0.248
C  -1.293  -1.242  -0.398  -0.213
H  3.302  1.247  0.022  0.208
H  1.605  1.491  -1.097  0.233
H  2.813  -0.058  -1.446  0.189
H  2.694  -1.035  1.532  0.400
H  -2.145  0.838  1.562  0.216
H  -2.273  1.979  -0.082  0.246
H  -3.533  -0.606  -0.291  0.223
H  -1.328  -2.337  -0.609  0.244
N  1.937  -0.408  0.693  -0.559
N  0.894  -1.158  0.116  -0.319
O  -0.472  0.755  -0.011  -0.498

***

(2)
Molecular formula: C4H8N2O
Method: DFT, ωB97M-V/def2-TZVPD

Calculated values
HOMO level   -0.37110 hartree
Lowest unoccupied orbital energy   0.68 eV
HOMO-LUMO gap   10.778 eV
DFT total energy   -9304.4990 eV
SMILES   N#C[C@@H](N)CCO

Each line ends with the natural charge from an NBO analysis.
Element x y z (Å)
N  -1.923  -0.824  0.620  -0.800
C  -0.852  0.087  0.260  -0.171
C  0.174  -0.407  -0.779  -0.433
C  1.598  0.006  -0.347  -0.069
O  1.763  0.020  1.068  -0.724
C  -1.332  1.437  -0.111  0.279
N  -1.585  2.535  -0.375  -0.334
H  -2.242  -1.366  -0.175  0.358
H  -1.568  -1.476  1.310  0.367
H  -0.278  0.230  1.180  0.252
H  -0.040  -0.020  -1.786  0.226
H  0.090  -1.498  -0.843  0.212
H  1.839  0.988  -0.767  0.175
H  2.318  -0.724  -0.726  0.187
H  1.723  0.931  1.385  0.476

***

(3)
Molecular formula: C16H23NO8PS
Method: DFT, ωB97M-V/def2-TZVPD

Calculated values
HOMO level   -0.11971 hartree
Lowest unoccupied orbital energy   2.28 eV
HOMO-LUMO gap   5.534 eV
Charge   -1
DFT total energy   -54961.5798 eV

Each line ends with the natural charge from an NBO analysis.
Element x y z (Å)
C  4.478  3.212  2.521  -0.619
C  3.091  2.619  2.465  -0.055
O  3.140  1.226  2.819  -0.838
P  2.067  0.102  2.396  2.382
C  0.632  0.558  3.287  -1.114
C  -0.736  0.302  2.998  0.759
O  -1.598  -0.208  3.716  -0.715
O  -1.029  0.763  1.740  -0.564
C  -2.417  0.688  1.322  -0.068
C  -2.728  -0.642  0.708  -0.636
O  1.895  -0.161  0.947  -1.154
O  2.779  -1.118  3.184  -0.827
C  2.799  -2.448  2.610  -0.060
C  3.968  -3.240  3.150  -0.619
H  4.436  4.247  2.177  0.198
H  4.852  3.197  3.549  0.198
H  5.166  2.662  1.872  0.207
H  2.425  3.149  3.157  0.174
H  2.673  2.719  1.457  0.203
H  0.811  0.686  4.349  0.225
H  -3.072  0.891  2.175  0.197
H  -2.521  1.489  0.590  0.175
H  -3.755  -0.634  0.338  0.187
H  -2.047  -0.822  -0.127  0.220
H  -2.625  -1.437  1.450  0.223
H  1.851  -2.943  2.855  0.170
H  2.883  -2.345  1.520  0.198
H  3.958  -4.240  2.711  0.197
H  4.915  -2.760  2.885  0.206
H  3.915  -3.336  4.238  0.203
C  -4.373  -1.973  -5.247  -0.632
C  -3.329  -1.121  -4.579  -0.008
C  -2.137  -1.717  -4.158  -0.171
C  -1.132  -0.964  -3.559  -0.162
C  -1.348  0.395  -3.325  -0.351
S  -0.059  1.327  -2.522  2.272
N  -0.418  0.993  -0.744  -0.844
C  0.167  1.688  0.090  0.974
O  0.725  2.499  0.746  -0.508
O  1.205  0.704  -2.790  -0.895
O  -0.275  2.736  -2.715  -0.919
C  -2.518  1.019  -3.762  -0.151
C  -3.516  0.250  -4.358  -0.227
H  -5.246  -1.384  -5.537  0.214
H  -3.969  -2.451  -6.149  0.220
H  -4.706  -2.777  -4.579  0.224
H  -1.992  -2.786  -4.306  0.206
H  -0.190  -1.420  -3.272  0.250
H  -2.638  2.093  -3.634  0.243
H  -4.456  0.716  -4.661  0.212

***

(4)
Molecular formula: C24H17Cl52NO2PS
Method: DFT, ωB97M-V/def2-TZVPD

Calculated values
HOMO level   -0.43333 hartree
Lowest unoccupied orbital energy   -3.85 eV
HOMO-LUMO gap   7.944 eV
Charge   +1
DFT total energy   -702023.9450 eV

Each line ends with the Löwdin charge.
Element x y z (Å)
C  2.671  -0.447  -0.464  -0.148
C  2.132  0.503  0.615  -0.394
P  0.452  1.137  0.407  0.998
C  0.035  1.529  -1.321  -0.405
C  -0.945  0.574  -2.023  -0.132
N  -0.755  -0.135  0.995  -0.503
S  -0.330  -1.868  0.558  0.890
O  -2.049  0.262  0.648  -0.099
C  -3.070  -0.503  1.364  -0.318
O  -3.179  -0.365  2.562  0.206
C  -3.844  -1.347  0.484  -0.229
C  -3.910  -2.621  0.781  -0.045
C  -4.577  -3.424  -0.012  -0.061
C  -5.159  -2.939  -1.070  -0.074
C  -5.100  -1.668  -1.364  -0.055
C  -4.429  -0.857  -0.578  -0.026
H  2.037  -0.459  -1.324  0.017
H  2.719  -1.440  -0.078  0.024
H  3.665  -0.192  -0.732  0.074
H  2.733  1.381  0.645  0.040
H  2.191  0.042  1.578  0.075
H  0.954  1.504  -1.864  0.061
H  -0.316  2.531  -1.352  -0.012
H  -1.219  -0.280  -1.449  0.005
H  -1.805  1.126  -2.313  0.044
H  -0.500  0.223  -2.925  -0.024
H  -0.693  -0.129  2.016  0.108
H  -1.197  -2.014  -0.448  -0.100
H  -3.408  -2.990  1.637  0.136
H  -4.602  -4.456  0.225  0.130
H  -5.682  -3.599  -1.717  0.130
H  -5.557  -1.267  -2.225  0.125
H  -4.344  0.184  -0.768  0.140
C  -2.104  4.092  -4.125  -2.040
Cl  -3.270  2.814  -4.473  0.541
Cl  -2.561  5.563  -4.955  0.531
Cl  -2.067  4.385  -2.378  0.529
Cl  -0.494  3.577  -4.650  0.531
C  -4.466  8.875  -3.704  -2.033
Cl  -4.245  10.445  -2.938  0.535
Cl  -3.713  8.899  -5.301  0.489
Cl  -3.703  7.623  -2.719  0.491
Cl  -6.185  8.511  -3.878  0.512
C  -8.133  11.459  -1.505  -2.061
Cl  -9.879  11.357  -1.288  0.533
Cl  -7.777  11.946  -3.163  0.516
Cl  -7.467  12.651  -0.388  0.529
Cl  -7.408  9.883  -1.182  0.490
C  2.369  5.579  -0.498  -2.038
Cl  1.860  3.909  -0.149  0.537
Cl  1.785  6.638  0.771  0.537
Cl  4.128  5.653  -0.574  0.548
Cl  1.680  6.034  -2.051  0.544
C  4.709  -4.556  -0.315  -2.041
Cl  3.004  -4.657  0.186  0.463
Cl  4.819  -4.080  -2.011  0.520
Cl  5.532  -3.355  0.688  0.536
Cl  5.506  -6.105  -0.112  0.526
C  5.668  -7.697  4.071  -2.037
Cl  4.834  -9.014  4.891  0.505
Cl  7.143  -8.301  3.322  0.548
Cl  4.628  -7.015  2.814  0.467
Cl  6.061  -6.420  5.226  0.509
C  2.072  -5.039  5.167  -2.045
Cl  2.865  -6.114  6.301  0.537
Cl  1.045  -6.018  4.107  0.516
Cl  1.054  -3.887  6.067  0.489
Cl  3.233  -4.153  4.188  0.489
C  2.022  -12.314  5.087  -2.065
Cl  0.353  -12.686  5.513  0.532
Cl  2.093  -11.739  3.417  0.513
Cl  2.633  -11.051  6.160  0.494
Cl  3.014  -13.758  5.255  0.540
C  1.695  -8.560  -1.602  -2.058
Cl  2.773  -9.927  -1.857  0.547
Cl  2.546  -7.059  -1.972  0.487
Cl  0.282  -8.712  -2.643  0.534
Cl  1.182  -8.523  0.092  0.512
C  -3.729  10.504  -8.870  -2.070
Cl  -5.468  10.454  -8.591  0.527
Cl  -3.408  10.960  -10.540  0.538
Cl  -2.990  11.679  -7.782  0.522
Cl  -3.041  8.904  -8.557  0.493
C  3.336  6.421  4.611  -2.066
Cl  1.896  5.662  5.293  0.523
Cl  3.863  5.506  3.196  0.486
Cl  2.955  8.072  4.125  0.527
Cl  4.620  6.439  5.815  0.540
C  4.911  -1.991  8.111  -2.052
Cl  3.441  -2.618  7.351  0.472
Cl  6.319  -2.667  7.284  0.521
Cl  4.937  -0.234  7.978  0.529
Cl  4.941  -2.459  9.807  0.542
C  1.074  -2.358  -4.524  -2.030
Cl  1.009  -0.586  -4.535  0.571
Cl  2.074  -2.907  -5.857  0.567
Cl  1.782  -2.923  -3.000  0.502
Cl  -0.557  -3.004  -4.698  0.541

***

(5)
Molecular formula: C4H14NO2S
Method: DFT, ωB97M-V/def2-TZVPD

Calculated values
Spin multiplicity   2
HOMO level (alpha / beta)   -0.32116 / -0.31519 hartree
Lowest unoccupied orbital energy (alpha / beta)   0.39 / -1.88 eV
HOMO-LUMO gap (alpha / beta)   9.129 / 6.694 eV
DFT total energy   -20791.0409 eV

Each line ends with the Löwdin spin population.
Element x y z (Å)
C  -2.842  0.345  -0.534  0.007
N  -2.247  -1.014  -0.619  0.007
C  -1.382  -1.326  -1.725  0.015
C  0.029  -0.574  -1.887  0.105
S  -0.084  0.634  -3.212  0.820
C  -2.132  1.320  0.524  0.001
H  -3.759  0.087  -0.297  0.001
H  -2.961  0.896  -1.503  0.005
H  -1.577  -1.228  0.254  0.000
H  -1.324  -2.530  -2.009  0.001
H  -1.995  -1.003  -2.654  0.001
H  0.517  -0.180  -1.093  0.004
H  0.832  -1.323  -2.117  0.033
H  -2.933  1.598  1.195  0.000
H  -1.827  2.232  0.148  0.000
H  -1.305  0.915  1.023  0.000
H  2.869  -0.109  5.774  0.000
H  3.603  -0.523  4.573  0.000
O  3.048  0.052  4.933  0.000
H  4.512  0.154  -0.372  0.000
H  5.520  1.293  -0.069  0.000
O  5.437  0.284  -0.330  0.000

***

(6)
Molecular formula: C21H28Cl10N4O2
Method: DFT, ωB97M-V/def2-TZVPD

Calculated values
HOMO level   -0.35570 hartree
Lowest unoccupied orbital energy   0.00 eV
HOMO-LUMO gap   9.679 eV
DFT total energy   -157507.7651 eV
SMILES   C[N+](=O)[O-].c1ccncc1.c1ccncc1.c1ccncc1.ClCCl.ClCCl.ClCCl.ClCCl.ClCCl

Each line ends with the natural charge from an NBO analysis.
Element x y z (Å)
N  -1.843  -0.171  3.173  -0.429
C  -2.344  -1.253  2.586  0.018
C  -1.902  -2.539  2.834  -0.243
C  -0.820  -2.715  3.685  -0.171
C  -0.270  -1.592  4.286  -0.259
C  -0.859  -0.360  4.037  0.038
H  -3.239  -1.085  1.993  0.198
H  -2.398  -3.375  2.359  0.216
H  -0.430  -3.707  3.871  0.219
H  0.587  -1.732  4.932  0.224
H  -0.516  0.510  4.592  0.184
N  -1.416  5.897  -1.268  -0.411
C  -2.219  4.903  -0.928  0.037
C  -2.170  3.655  -1.536  -0.270
C  -1.314  3.461  -2.611  -0.180
C  -0.453  4.494  -2.942  -0.261
C  -0.540  5.689  -2.239  0.038
H  -2.967  5.127  -0.175  0.196
H  -2.889  2.873  -1.318  0.217
H  -1.279  2.503  -3.116  0.221
H  0.349  4.339  -3.655  0.217
H  0.106  6.522  -2.492  0.193
N  3.508  -3.007  -0.182  -0.450
C  2.268  -2.767  -0.603  0.024
C  1.774  -3.215  -1.822  -0.249
C  2.550  -4.083  -2.574  -0.168
C  3.799  -4.424  -2.085  -0.261
C  4.237  -3.857  -0.893  0.034
H  1.650  -2.168  0.053  0.212
H  0.780  -2.946  -2.153  0.222
H  2.198  -4.493  -3.512  0.221
H  4.420  -5.179  -2.551  0.219
H  5.208  -4.113  -0.486  0.190
C  -0.727  0.957  0.070  -0.479
N  -1.251  -0.385  -0.318  0.547
O  -0.603  -1.379  -0.044  -0.397
O  -2.310  -0.398  -0.918  -0.403
H  -1.511  1.431  0.651  0.247
H  -0.614  1.412  -0.907  0.244
H  0.143  0.869  0.703  0.241
C  -2.247  -4.058  -1.304  -0.407
Cl  -3.592  -3.224  -2.072  -0.025
Cl  -1.519  -5.288  -2.337  -0.026
H  -1.486  -3.339  -1.022  0.239
H  -2.617  -4.515  -0.391  0.216
C  -3.790  0.070  -3.516  -0.384
Cl  -4.809  1.124  -4.538  -0.045
Cl  -2.353  -0.485  -4.362  -0.022
H  -3.483  0.661  -2.665  0.226
H  -4.396  -0.777  -3.230  0.226
C  0.320  3.332  3.833  -0.398
Cl  -0.810  3.173  2.487  -0.025
Cl  1.432  4.686  3.645  -0.018
H  -0.260  3.504  4.730  0.224
H  0.921  2.433  3.885  0.225
C  3.499  -1.450  2.623  -0.373
Cl  2.392  -0.234  1.953  -0.050
Cl  4.179  -0.913  4.175  -0.043
H  2.881  -2.315  2.818  0.222
H  4.310  -1.613  1.932  0.246
C  3.052  3.155  -1.114  -0.398
Cl  2.319  4.076  0.202  -0.011
Cl  2.224  1.621  -1.393  -0.031
H  3.066  3.760  -2.013  0.221
H  4.071  2.916  -0.831  0.223